Formula: C12H18N
Source: the Open Molecules 2025 dataset
Level of theory: ωB97M-V/def2-TZVPD

Each line ends with the Löwdin charge.
Positions of all 31 atoms, in Å:
C (1.00802, 0.94106, -1.05550)  -0.068
C (1.05885, 1.47900, 0.34877)  -0.167
C (-0.47919, -0.81389, -2.19502)  -0.051
C (-0.34200, -2.28583, -2.08884)  -0.312
C (-0.25152, -2.65012, -0.66736)  -0.177
C (0.11448, -1.42755, 0.13690)  -0.182
C (0.05052, -0.30047, -0.84117)  -0.298
C (-1.54003, -3.00553, -1.52525)  0.331
C (-0.32569, 1.29435, 0.91393)  -0.529
C (1.18401, -1.61309, 1.16831)  0.015
C (-1.22241, 2.25284, 0.20347)  -0.026
C (-0.29199, 1.19752, 2.39465)  -0.007
N (-0.82665, -0.07897, 0.36561)  0.174
H (0.62027, 1.69060, -1.85733)  0.157
H (2.11023, 0.67272, -1.33976)  0.167
H (1.65907, 1.04037, 1.09311)  0.078
H (1.25726, 2.65229, 0.46100)  0.184
H (0.26253, -0.23834, -2.93700)  0.175
H (-1.53390, -0.54374, -2.42073)  0.143
H (0.12129, -2.75198, -2.90371)  0.131
H (-0.03938, -3.62037, -0.33088)  0.127
H (0.75285, -2.40398, 1.77854)  0.095
H (1.31098, -0.75682, 1.83814)  0.059
H (2.24234, -1.98629, 0.76345)  0.166
H (-1.54985, 1.97114, -0.79894)  0.090
H (-0.64926, 3.30430, 0.16907)  0.150
H (-2.15195, 2.53882, 0.78676)  0.115
H (0.72923, 0.93892, 2.62523)  0.067
H (-0.93209, 0.43131, 2.83302)  0.106
H (-0.53830, 2.19084, 2.84071)  0.122
H (-1.80772, -0.11911, 0.24081)  0.162

Forces on the atoms, in the same order (eV/Å):
C 1.7 -0.6 0.0
C -0.7 3.8 0.4
C 0.7 2.7 -0.4
C -1.1 -1.6 -0.5
C -2.0 0.7 0.1
C 1.6 2.0 -1.5
C 0.1 0.9 -1.3
C 1.2 1.8 0.4
C -0.8 -1.4 -0.6
C 1.2 -1.0 0.3
C -1.2 4.1 1.2
C -0.5 1.4 1.2
N 2.2 -0.7 -1.3
H 0.4 -1.5 1.6
H -2.2 0.0 0.1
H 1.7 -0.9 -0.2
H -0.1 -2.6 -0.5
H -2.0 -2.0 1.0
H 0.7 0.3 0.1
H 0.9 -0.9 -1.0
H 1.0 -1.1 0.8
H 0.5 -0.3 0.4
H 0.1 -0.3 -0.4
H -2.5 0.9 0.6
H 0.3 0.0 0.1
H -1.3 -2.3 -0.3
H 0.9 -0.7 -0.6
H 0.1 0.1 0.8
H -0.2 0.2 -0.2
H 0.3 -0.8 -0.1
H -1.2 -0.3 -0.2

DFT total energy   -522.287514 Ha
Energy relative to the best compared isomer or geometry (same formula, charge and spin)   190.36 kcal per mole
Net charge   +1